C51H80BrNO23P | ωB97M-V/def2-TZVPD

```
157
Properties=species:S:1:pos:R:3:forces:R:3
C 1.884 -3.714 3.279 -0.21 0.01 0.32
C 0.816 -3.172 2.334 -0.52 -0.82 -0.56
C 0.470 -4.329 1.355 0.04 0.20 -0.10
C -0.416 -2.789 3.178 0.07 0.43 -0.24
C -1.254 -1.600 2.690 -0.44 0.18 -0.25
C -2.328 -1.942 1.620 0.19 -0.67 0.51
C -1.852 -2.016 0.195 -0.05 0.27 -0.15
O -1.270 -1.189 -0.411 0.04 -0.10 0.00
Br -2.375 -3.670 -0.750 -0.10 0.05 0.05
P -2.187 -1.062 4.179 0.88 0.40 0.93
O -1.303 -0.693 5.318 -0.03 -0.10 -0.09
C -0.396 -0.371 2.313 0.03 -0.25 0.27
C 1.086 -0.654 2.011 -0.18 0.89 -0.67
C 1.930 -0.352 3.249 0.02 -0.28 0.27
C 1.522 0.321 0.898 -0.06 -0.38 0.19
N 1.313 -2.030 1.499 0.92 0.04 1.70
O 2.529 -2.211 1.129 -0.42 -0.08 -0.67
H 2.668 -4.235 2.748 0.20 0.19 -0.08
H 2.282 -2.964 3.959 0.10 0.11 -0.09
H 1.393 -4.471 3.894 0.01 -0.08 0.04
H 0.599 -4.017 0.321 0.05 0.04 -0.08
H -0.556 -4.670 1.467 -0.08 -0.02 0.04
H 1.122 -5.181 1.526 0.04 -0.08 0.01
H -1.063 -3.662 3.248 0.01 -0.12 0.13
H -0.090 -2.551 4.191 0.10 0.04 0.04
H -2.780 -2.902 1.861 -0.05 -0.01 0.08
H -3.122 -1.193 1.682 0.01 0.22 -0.39
H -2.967 0.038 3.781 -0.33 -0.36 -0.32
H -3.030 -2.136 4.542 -0.29 0.07 -0.44
H -0.385 0.314 3.161 -0.01 0.15 0.01
H -0.868 0.168 1.502 -0.03 -0.04 -0.12
H 1.935 0.725 3.406 -0.05 0.08 0.01
H 1.524 -0.807 4.153 -0.05 -0.02 0.04
H 2.960 -0.679 3.120 0.05 -0.05 -0.13
H 2.594 0.486 0.944 0.10 0.03 -0.13
H 1.263 -0.098 -0.071 0.00 0.04 -0.09
H 0.995 1.266 1.021 0.06 0.12 0.03
O -0.377 4.508 -2.901 -0.09 -0.01 0.10
C -0.339 3.312 -3.013 0.26 0.05 -0.28
O -0.161 2.492 -1.957 0.04 0.05 -0.26
C -0.070 1.121 -2.408 -0.07 -0.19 0.06
C -0.752 1.101 -3.767 0.03 0.05 -0.08
C -0.448 2.502 -4.290 -0.28 -0.30 0.20
H 0.987 0.851 -2.475 0.01 0.05 0.01
H -0.553 0.492 -1.668 0.06 0.09 0.02
H -0.400 0.302 -4.415 0.05 0.02 0.00
H -1.830 0.982 -3.642 0.00 -0.02 0.01
H 0.508 2.548 -4.814 -0.01 0.05 -0.04
H -1.236 2.894 -4.926 0.14 0.15 -0.09
O -2.993 1.558 1.867 -0.03 -0.15 -0.13
C -2.835 2.596 1.277 -0.01 0.03 0.29
O -1.708 2.865 0.598 -0.11 0.07 0.03
C -1.748 4.222 0.089 -0.09 0.13 -0.04
C -3.226 4.579 0.049 -0.13 -0.05 0.06
C -3.784 3.773 1.220 0.14 -0.07 -0.51
H -1.189 4.862 0.775 -0.03 -0.04 0.05
H -1.279 4.251 -0.885 0.12 -0.06 0.10
H -3.399 5.649 0.120 0.06 0.02 0.07
H -3.665 4.224 -0.887 0.04 0.00 -0.01
H -3.715 4.314 2.162 -0.05 0.03 0.04
H -4.806 3.437 1.063 -0.01 -0.06 0.20
O 0.139 0.454 -7.390 -0.24 -0.02 0.24
C -0.939 0.809 -7.775 0.14 -0.22 -0.19
O -1.979 0.984 -6.929 -0.08 0.08 0.06
C -3.170 1.318 -7.667 -0.07 0.07 -0.12
C -2.670 1.875 -8.995 0.09 -0.05 -0.04
C -1.370 1.095 -9.196 -0.22 0.34 0.09
H -3.760 0.407 -7.792 0.01 -0.01 -0.01
H -3.747 2.036 -7.090 0.06 -0.03 0.10
H -3.390 1.761 -9.802 -0.01 -0.06 0.02
H -2.446 2.937 -8.890 -0.02 0.01 0.00
H -1.532 0.141 -9.701 0.05 -0.02 -0.01
H -0.597 1.653 -9.719 0.11 -0.15 -0.03
O -3.906 6.612 2.423 -0.01 0.10 0.15
C -5.008 7.001 2.150 0.13 0.03 -0.16
O -6.115 6.314 2.495 -0.05 -0.03 0.00
C -7.287 6.952 1.949 -0.19 0.14 -0.03
C -6.876 8.396 1.699 0.13 0.04 -0.05
C -5.390 8.243 1.372 -0.32 0.07 0.24
H -7.562 6.433 1.027 0.03 0.00 -0.01
H -8.102 6.868 2.663 0.08 -0.10 0.08
H -7.462 8.875 0.919 -0.02 -0.05 -0.02
H -6.996 8.976 2.614 -0.04 -0.01 0.00
H -5.217 8.049 0.312 0.07 0.01 0.00
H -4.787 9.089 1.689 0.14 -0.05 -0.10
O 3.222 -6.708 3.109 -0.02 -0.12 -0.03
C 4.325 -6.806 2.652 0.00 0.19 0.10
O 5.026 -7.961 2.704 0.02 -0.04 0.00
C 6.357 -7.760 2.187 0.17 0.10 -0.15
C 6.255 -6.532 1.291 -0.10 0.02 0.02
C 5.160 -5.726 1.987 0.10 -0.26 -0.28
H 7.029 -7.611 3.030 0.02 0.00 0.01
H 6.663 -8.655 1.652 -0.10 -0.09 0.08
H 7.199 -6.001 1.184 0.01 -0.01 0.05
H 5.918 -6.819 0.296 -0.01 0.03 -0.01
H 5.560 -5.076 2.768 -0.06 0.05 0.01
H 4.555 -5.139 1.301 -0.04 0.10 0.11
O 1.729 2.274 -10.334 0.00 0.10 0.02
C 2.694 2.176 -9.630 -0.13 -0.23 -0.07
O 3.848 2.828 -9.902 0.03 0.03 0.00
C 4.865 2.455 -8.955 0.06 -0.02 0.11
C 4.104 1.946 -7.737 -0.07 -0.07 -0.04
C 2.850 1.344 -8.374 0.44 0.49 0.21
H 5.489 1.681 -9.408 -0.02 -0.02 0.00
H 5.481 3.327 -8.748 -0.04 0.05 -0.09
H 4.680 1.247 -7.135 0.03 -0.02 -0.05
H 3.825 2.787 -7.100 0.02 0.00 0.01
H 2.995 0.302 -8.662 -0.11 -0.03 0.00
H 1.968 1.429 -7.751 0.00 -0.20 -0.15
O 8.245 -10.662 4.311 -0.03 0.05 -0.07
C 7.765 -9.985 5.171 0.12 -0.16 0.05
O 7.674 -8.636 5.065 0.02 0.06 0.07
C 7.147 -8.070 6.277 -0.09 0.02 0.08
C 6.394 -9.209 6.953 0.01 -0.11 0.00
C 7.202 -10.427 6.508 -0.29 0.28 0.00
H 7.983 -7.707 6.878 0.01 -0.02 0.01
H 6.506 -7.230 6.019 0.04 0.00 -0.10
H 6.318 -9.089 8.031 0.06 0.02 0.00
H 5.383 -9.272 6.547 0.00 0.03 0.00
H 8.038 -10.637 7.178 0.01 -0.06 -0.01
H 6.601 -11.323 6.387 0.13 -0.10 -0.01
O -10.460 8.247 2.903 0.18 0.05 -0.17
C -10.999 7.417 2.231 -0.20 -0.01 0.35
O -11.094 7.508 0.885 0.07 -0.02 -0.05
C -11.881 6.419 0.367 -0.06 -0.11 -0.03
C -11.805 5.329 1.430 0.01 0.03 0.10
C -11.685 6.152 2.712 0.11 -0.24 -0.40
H -12.900 6.778 0.212 -0.01 0.00 0.02
H -11.465 6.117 -0.591 0.06 0.09 -0.01
H -12.657 4.653 1.409 -0.04 0.05 -0.02
H -10.901 4.737 1.287 -0.01 -0.01 -0.02
H -12.658 6.426 3.121 0.02 0.01 0.07
H -11.091 5.666 3.480 -0.06 0.12 0.14
O 6.060 -5.344 -1.880 -0.06 0.00 -0.01
C 6.298 -6.243 -2.629 0.16 0.04 0.13
O 5.414 -7.241 -2.871 -0.02 -0.03 -0.02
C 6.004 -8.237 -3.724 0.05 -0.06 -0.07
C 7.134 -7.520 -4.454 0.06 0.07 0.04
C 7.574 -6.492 -3.412 -0.20 -0.14 -0.32
H 6.368 -9.054 -3.098 0.02 0.01 0.01
H 5.236 -8.621 -4.391 -0.08 0.04 0.06
H 7.924 -8.193 -4.782 -0.01 -0.03 0.05
H 6.740 -7.008 -5.332 -0.01 -0.02 -0.01
H 8.322 -6.894 -2.727 0.02 0.05 0.03
H 7.939 -5.566 -3.845 0.07 0.05 0.15
O 1.833 7.576 5.201 -0.02 0.06 -0.04
C 0.862 6.913 4.985 0.11 -0.08 0.13
O -0.384 7.442 4.933 -0.03 -0.01 -0.02
C -1.364 6.401 4.759 -0.12 -0.09 -0.07
C -0.600 5.233 4.146 0.09 -0.04 0.04
C 0.790 5.414 4.755 -0.28 0.03 -0.27
H -1.780 6.153 5.738 0.04 -0.02 0.02
H -2.159 6.768 4.117 0.04 0.11 0.02
H -1.057 4.268 4.352 -0.02 0.02 0.05
H -0.546 5.358 3.063 -0.02 0.01 0.00
H 0.884 4.915 5.720 0.06 -0.01 0.00
H 1.594 5.092 4.100 0.12 0.00 0.13
```
Forces are in eV/Å.

## Properties
Total charge: 0
DFT total energy: -182100.0140 eV
HOMO (alpha / beta): -8.06 / -9.08 eV
Spin multiplicity: 2
Gap between HOMO and LUMO (alpha / beta): 0.3067 / 0.3439 Ha